[1]
This record from the Open Molecules 2025 dataset describes 13 unconnected molecules or ions with the total composition C52H91N13 in a non-equilibrium geometry. The level of theory is ωB97M-V with the def2-TZVPD basis set.

- ΔE to the lowest compared entry with this formula, charge and spin (kcal per mole) = 112.6
- LUMO level (eV) = -0.1
- strongest force on any atom (eV/Å) = 4.1

```
156
Properties=species:S:1:pos:R:3:forces:R:3
C 5.056360 -1.209437 -6.584497 0.028 -0.718 0.037
C 6.013320 -1.848006 -7.603170 -0.887 0.620 0.240
C 7.214058 -0.951752 -7.868608 0.537 0.157 -0.675
C 6.891455 0.427621 -8.240441 -0.688 0.323 0.142
N 6.602817 1.500314 -8.538434 0.143 -0.207 0.059
H 4.240362 -1.915501 -6.430506 -0.181 0.165 0.114
H 4.642501 -0.255836 -6.912311 0.102 -0.048 -0.116
H 5.542622 -1.067687 -5.619332 0.071 0.076 0.032
H 5.450600 -2.017995 -8.521079 0.109 0.162 -0.199
H 6.289607 -2.849544 -7.273520 0.415 0.180 0.130
H 7.759984 -1.288220 -8.750004 0.330 -0.437 0.189
H 7.902330 -0.877715 -7.026643 0.008 -0.283 0.063
C 6.710582 -1.995612 0.277330 1.104 0.035 0.324
C 7.719858 -2.870072 1.092436 -0.788 -0.063 -0.869
C 7.888114 -4.269479 0.445564 -0.499 0.343 0.602
C 8.352577 -4.180100 -0.933963 1.211 -0.083 -1.793
N 8.752642 -4.119306 -2.026187 -0.808 -0.027 1.865
H 7.227069 -1.416229 -0.487955 0.086 0.003 0.009
H 6.254452 -1.284005 0.965566 -0.298 -0.068 -0.233
H 5.980010 -2.593919 -0.267084 -0.210 -0.048 0.367
H 7.324763 -2.962804 2.104066 0.149 -0.316 0.011
H 8.702098 -2.403068 1.164493 -0.095 0.133 -0.022
H 6.930922 -4.789144 0.402814 -0.214 0.091 0.074
H 8.515153 -4.902708 1.073213 0.358 0.011 -0.336
C 2.902270 -4.129045 5.568892 -0.001 0.313 0.233
C 2.862778 -4.919831 4.282675 -0.013 -0.829 0.349
C 3.764616 -6.199339 4.316393 0.471 0.710 -0.450
C 3.788395 -7.053402 5.487021 -1.100 -1.013 1.355
N 3.770794 -7.779407 6.389014 0.172 0.828 -0.879
H 2.649714 -4.720815 6.448733 0.178 -0.232 -0.063
H 2.145226 -3.345274 5.542474 0.174 0.207 -0.099
H 3.887416 -3.683078 5.705740 -0.035 0.091 0.213
H 3.204306 -4.297512 3.455527 0.076 -0.097 -0.056
H 1.816946 -5.150805 4.080218 0.072 -0.424 -0.149
H 4.811553 -5.897916 4.282821 0.146 0.398 -0.413
H 3.615093 -6.838214 3.446004 -0.148 0.054 -0.045
C -1.302577 -9.200986 1.610474 0.085 -1.397 0.368
C -1.064842 -8.809272 0.167095 -0.012 0.798 0.851
C -2.144172 -7.832532 -0.276172 -0.149 0.824 -0.342
C -2.383570 -6.605520 0.572151 0.114 0.091 0.283
N -2.591805 -5.657196 1.209597 0.359 -1.350 -0.903
H -0.823708 -10.163057 1.792707 0.355 0.052 0.220
H -2.349113 -9.440308 1.799098 -0.223 0.317 -0.078
H -0.966224 -8.508872 2.382447 0.002 0.211 -0.320
H -1.089050 -9.677897 -0.490928 -0.128 0.045 0.016
H -0.081210 -8.352267 0.058813 0.060 -0.002 -0.043
H -3.084675 -8.378572 -0.349649 -0.139 0.191 0.029
H -1.876676 -7.493221 -1.276872 -0.308 0.240 -0.080
C -1.220896 3.172711 11.739979 -0.803 -1.002 0.649
C -1.882333 1.749720 11.899207 -0.280 1.955 -0.008
C -1.238768 0.696049 11.062145 0.047 -0.610 -1.217
C -1.443570 0.894070 9.586197 0.202 -0.017 -0.127
N -1.585330 1.040516 8.446696 0.098 -0.111 1.198
H -1.376207 3.660039 10.777434 0.343 -0.570 -0.314
H -0.173946 3.035596 12.010497 0.107 0.502 -0.250
H -1.695244 3.879450 12.420879 0.166 -0.163 0.375
H -2.942284 1.815380 11.653675 -0.072 -0.032 0.018
H -1.822310 1.423201 12.937418 0.075 0.163 0.068
H -1.667393 -0.268533 11.334102 0.034 -0.142 -0.212
H -0.171266 0.632268 11.273054 0.092 0.031 -0.192
C 4.655721 4.036575 8.765912 0.804 0.216 1.214
C 3.735496 3.124841 8.056955 -0.782 -0.409 -1.574
C 4.278194 2.774033 6.660550 0.213 -0.438 -0.565
C 5.605658 2.100714 6.657095 1.283 -0.542 0.339
N 6.655542 1.594931 6.708677 -1.997 0.902 -0.156
H 4.922184 4.940504 8.218186 -0.266 -0.015 -0.147
H 5.590252 3.513280 8.968199 0.143 0.058 0.117
H 4.227969 4.319082 9.727854 0.109 0.169 0.042
H 2.772700 3.602056 7.874260 -0.098 0.120 0.009
H 3.487607 2.206818 8.589774 0.332 0.005 0.219
H 4.348154 3.653635 6.020617 0.277 0.309 0.250
H 3.582866 2.159751 6.088488 -0.036 -0.369 0.237
C -0.895958 6.660631 5.256808 0.686 0.053 -0.662
C -1.008646 7.802807 4.231158 -0.468 -0.022 0.947
C 0.184341 8.054594 3.278602 -0.440 -0.494 0.513
C 1.487415 8.148941 3.988702 0.607 0.168 0.356
N 2.485278 8.216071 4.578856 -1.420 -0.118 -0.831
H -0.395030 7.033333 6.150257 0.000 -0.276 0.054
H -0.302265 5.854351 4.826062 -0.033 -0.260 0.207
H -1.885585 6.277895 5.506307 0.110 0.053 0.097
H -1.216970 8.655224 4.877764 0.041 0.534 -0.537
H -1.917844 7.605313 3.663320 0.199 0.270 -0.421
H -0.024904 8.930038 2.663853 0.320 0.205 0.232
H 0.196778 7.225304 2.571341 0.407 -0.144 0.046
C -0.944403 -0.463613 -1.693891 -0.423 -0.660 0.933
C -0.077547 -0.327583 -0.398299 0.835 0.540 -2.738
C -0.694360 0.531754 0.687204 -0.666 -1.374 0.882
C -1.446843 1.720130 0.311348 -1.443 3.618 -1.362
N -2.000696 2.725762 0.021937 1.769 -3.513 1.005
H -1.695223 -1.223131 -1.475942 -0.484 0.173 0.083
H -0.442414 -0.923841 -2.544952 0.523 0.448 0.088
H -1.464621 0.447820 -1.988458 0.239 0.035 -0.033
H 0.877380 0.102275 -0.700662 0.112 0.212 0.030
H 0.175567 -1.355932 -0.140323 -0.236 0.200 0.855
H 0.005073 0.791915 1.481691 0.141 0.086 -0.159
H -1.402604 -0.155913 1.149377 -0.380 0.246 0.418
C 1.777392 4.364966 -4.311148 0.339 0.870 0.842
C 3.260677 4.914181 -4.174951 -2.214 -0.375 -0.783
C 4.182351 4.187546 -3.169124 -0.830 1.131 -1.005
C 3.706182 4.265415 -1.786225 -0.806 -0.476 1.848
N 3.337606 4.310613 -0.680332 0.686 -0.006 -2.116
H 1.110079 4.896486 -4.989592 0.684 0.484 -0.526
H 1.265159 4.586660 -3.374898 -0.005 -0.785 0.356
H 1.678832 3.330755 -4.640998 0.342 -0.161 0.503
H 3.214219 5.970382 -3.909667 -0.039 0.018 -0.116
H 3.637180 4.821754 -5.193669 0.712 0.140 0.226
H 5.065119 4.825241 -3.215571 0.585 -0.760 0.061
H 4.283866 3.183679 -3.581506 0.540 -0.106 0.714
C -7.405930 3.211820 3.764393 0.515 -1.154 1.515
C -6.614261 2.025367 4.475823 0.288 0.785 -0.522
C -6.739968 0.609181 3.873018 -0.655 0.481 0.167
C -8.149575 0.153760 3.797770 -1.950 -1.122 -0.428
N -9.235759 -0.276670 3.707293 2.537 1.179 0.292
H -8.436221 3.184572 4.119163 -0.179 -0.133 -0.530
H -7.317885 3.204380 2.677983 -0.118 -0.157 0.116
H -7.020674 4.156546 4.148033 0.211 -0.013 -0.133
H -6.801288 1.959842 5.547649 -0.648 0.178 -0.039
H -5.554456 2.280082 4.482141 0.168 -0.058 -0.381
H -6.201993 -0.105743 4.495569 0.011 0.003 0.028
H -6.292019 0.564595 2.880308 -0.167 0.011 -0.090
C -0.526698 -2.735108 -9.319908 0.186 -0.419 -0.979
C -1.415688 -3.954270 -9.172403 -0.029 -0.475 -0.766
C -0.795463 -5.090076 -8.379631 -1.187 0.625 1.207
C 0.574801 -5.316907 -8.736877 3.015 -1.451 -0.585
N 1.675536 -5.607947 -9.001583 -2.271 0.848 0.488
H -1.173617 -2.027795 -9.838857 0.454 0.749 0.525
H 0.267673 -2.971159 -10.027964 0.041 -0.086 -0.180
H 0.043055 -2.408707 -8.449884 -0.755 0.361 0.312
H -1.565561 -4.348557 -10.177468 -0.189 0.120 -0.208
H -2.412786 -3.690752 -8.819636 0.126 -0.129 0.379
H -1.385890 -6.006164 -8.396620 0.160 -0.122 -0.444
H -0.860369 -4.795040 -7.332329 0.443 -0.007 0.263
C -4.854830 4.586817 -7.188784 0.127 0.249 -0.243
C -4.499552 4.895359 -8.668670 -1.238 -0.724 0.797
C -5.643802 4.373612 -9.599538 0.649 -0.351 0.312
C -5.773143 2.888026 -9.553894 0.377 0.702 -0.311
N -5.859101 1.743985 -9.489402 -0.025 0.155 0.034
H -4.318247 5.244727 -6.505151 0.042 -0.004 -0.034
H -4.669009 3.564055 -6.860892 0.140 -0.073 -0.335
H -5.921267 4.757419 -7.041445 -0.048 0.137 0.087
H -3.553748 4.436148 -8.956204 -0.019 0.126 -0.051
H -4.441400 5.977623 -8.784514 0.091 -0.058 -0.166
H -5.430811 4.757255 -10.597318 -0.217 -0.501 -0.217
H -6.628337 4.738928 -9.307454 0.119 0.332 0.140
C -7.262685 -0.431731 -2.962483 -0.004 -0.398 -0.011
C -7.392789 -0.631600 -4.473902 0.387 1.465 0.731
C -7.991401 -1.949432 -4.867895 0.009 0.031 -0.548
C -7.053169 -3.045346 -4.621509 -1.741 1.325 -0.254
N -6.310045 -3.870653 -4.401535 1.410 -1.490 0.345
H -6.988122 0.567025 -2.623070 0.146 0.072 -0.437
H -6.495047 -1.123012 -2.614691 -0.091 -0.036 0.346
H -8.206146 -0.652453 -2.463211 -0.032 -0.195 0.054
H -6.404109 -0.532669 -4.922031 -0.006 0.047 -0.152
H -8.015358 0.155195 -4.899899 -0.029 0.052 -0.051
H -8.173402 -1.851341 -5.938110 -0.119 -0.532 -0.090
H -8.952564 -2.087152 -4.372630 0.093 -0.339 0.056
```
Positions in Å, forces in eV/Å.

Mulliken population analysis, charges in e, atoms 1 to 99:
1 C -1.151
2 C -0.405
3 C -0.363
4 C 0.214
5 N -0.433
6 H 0.333
7 H 0.354
8 H 0.301
9 H 0.286
10 H 0.311
11 H 0.271
12 H 0.283
13 C -1.097
14 C -0.431
15 C -0.468
16 C 0.291
17 N -0.421
18 H 0.334
19 H 0.332
20 H 0.311
21 H 0.321
22 H 0.299
23 H 0.240
24 H 0.290
25 C -1.189
26 C -0.281
27 C -0.298
28 C 0.148
29 N -0.430
30 H 0.355
31 H 0.339
32 H 0.297
33 H 0.264
34 H 0.288
35 H 0.183
36 H 0.325
37 C -1.135
38 C -0.346
39 C -0.444
40 C 0.217
41 N -0.423
42 H 0.350
43 H 0.316
44 H 0.312
45 H 0.296
46 H 0.272
47 H 0.292
48 H 0.294
49 C -1.084
50 C -0.470
51 C -0.362
52 C 0.201
53 N -0.427
54 H 0.335
55 H 0.303
56 H 0.318
57 H 0.316
58 H 0.303
59 H 0.282
60 H 0.287
61 C -1.151
62 C -0.293
63 C -0.529
64 C 0.254
65 N -0.432
66 H 0.312
67 H 0.349
68 H 0.321
69 H 0.289
70 H 0.268
71 H 0.300
72 H 0.309
73 C -1.071
74 C -0.478
75 C -0.398
76 C 0.266
77 N -0.425
78 H 0.306
79 H 0.287
80 H 0.341
81 H 0.278
82 H 0.335
83 H 0.299
84 H 0.259
85 C -1.152
86 C -0.446
87 C -0.300
88 C 0.262
89 N -0.477
90 H 0.299
91 H 0.328
92 H 0.355
93 H 0.288
94 H 0.296
95 H 0.313
96 H 0.232
97 C -1.151
98 C -0.585
99 C -0.187

***

[2]
This record from the Open Molecules 2025 dataset describes C6H8 in the gas phase. The level of theory is ωB97M-V with the def2-TZVPD basis set.

- ΔE to the lowest compared entry with this formula, charge and spin (kcal per mole) = 92.1
- LUMO level (eV) = 0.9
- strongest force on any atom (eV/Å) = 0.6

```
14
Properties=species:S:1:pos:R:3:forces:R:3
C 2.036772 0.102268 -0.571728 0.016 -0.035 0.002
C 0.942459 0.905248 -0.019093 -0.235 0.318 0.107
C 0.113155 1.716397 0.476153 0.485 -0.298 -0.311
C -0.517325 0.231392 0.844700 -0.154 -0.221 0.330
C -1.921112 0.000992 0.344140 -0.131 0.052 -0.026
C -0.867496 -0.971402 -0.041701 0.033 -0.138 -0.141
H 2.528109 -0.493122 0.204321 -0.078 0.084 -0.092
H 2.779581 0.786834 -0.994187 -0.133 -0.057 0.071
H 1.695765 -0.564160 -1.370569 0.034 0.114 0.119
H -0.349544 -0.011623 1.890177 -0.007 0.046 -0.193
H -2.656131 -0.289013 1.089893 0.124 0.043 -0.113
H -2.277110 0.695483 -0.410143 0.087 -0.103 0.124
H -0.852194 -1.949021 0.432301 0.015 0.176 -0.050
H -0.530223 -0.967224 -1.073978 -0.056 0.018 0.173
```
Positions in Å, forces in eV/Å.

List of Mulliken charges in e, atom by atom:
1 C -1.006
2 C 0.730
3 C -1.057
4 C 0.247
5 C -0.556
6 C -0.680
7 H 0.293
8 H 0.310
9 H 0.304
10 H 0.384
11 H 0.245
12 H 0.264
13 H 0.234
14 H 0.287

***

[3]
This record from the Open Molecules 2025 dataset describes C7H7NO2S in the gas phase in a non-equilibrium geometry. The level of theory is ωB97M-V with the def2-TZVPD basis set.

- ΔE to the lowest compared entry with this formula, charge and spin (kcal per mole) = 82.5
- LUMO level (eV) = 0.3
- strongest force on any atom (eV/Å) = 2.6

```
18
Properties=species:S:1:pos:R:3:forces:R:3
C 0.419704 -1.507965 -1.283687 0.739 -1.145 -2.116
C 1.167647 -1.116413 -0.249640 -2.506 -0.266 -0.709
C -0.795887 -0.884145 -1.889264 0.242 -1.508 -0.296
C 0.731059 0.018856 0.518032 0.270 0.912 1.207
C -1.455065 0.176157 -1.459845 -0.884 1.708 0.461
C 0.220813 -0.014889 1.726283 -0.273 -0.064 1.802
C 1.110088 1.346931 -0.001657 1.525 1.242 0.200
N -1.953138 1.273658 -1.286466 0.479 -0.150 0.173
O 0.049076 0.940584 2.725143 -0.047 -1.121 -0.256
O -1.694658 -0.870326 3.423031 -0.887 -0.471 0.013
S -0.279537 -0.698019 3.288124 1.038 1.441 -1.101
H 0.844442 -2.390906 -1.883173 -1.011 1.243 0.921
H 1.926944 -1.712476 0.142111 1.366 -0.887 0.238
H -1.286609 -1.432615 -2.737763 0.551 0.612 0.988
H 0.757330 2.190490 0.602415 0.528 -0.308 0.588
H 2.257750 1.355403 -0.133982 -1.864 0.339 -0.070
H 0.563379 1.575849 -0.885466 0.221 -0.187 -1.385
H -2.583337 1.749824 -0.614197 0.514 -1.390 -0.656
```
Positions in Å, forces in eV/Å.

List of Mulliken charges in e, atom by atom:
1 C -0.103
2 C -0.624
3 C -0.614
4 C 0.485
5 C 0.447
6 C 0.063
7 C -1.065
8 N -0.434
9 O -0.405
10 O -0.455
11 S 0.396
12 H 0.254
13 H 0.462
14 H 0.297
15 H 0.355
16 H 0.276
17 H 0.367
18 H 0.298

***

| no. | HOMO-LUMO gap (Ha) |
| --- | --- |
| 1 | 0.41282 |
| 2 | 0.36222 |
| 3 | 0.31465 |